94
Properties=species:S:1:pos:R:3:forces:R:3 method="wB97M-V/def2-TZVPD" charge=+1 gap_ev="5.54 / 6.44" mol_weight_da=1283.36 multiplicity=3 e_above_lowest_kj_mol=16.70 homo_ha="-0.3376 / -0.3794"
C -5.13134 -0.42731 -1.32800 0.0 0.1 0.0
W -0.09367 -0.07512 -0.01872 0.5 -0.7 0.4
S 2.42558 0.58126 -0.16668 -0.3 0.0 0.0
C 2.77213 -2.10202 -0.22426 0.1 0.0 -0.1
C 0.50607 -0.63019 -4.94706 0.0 0.1 -0.2
Br 0.38498 3.68520 3.37835 0.0 0.0 0.0
H 0.31120 5.23899 -0.38509 0.0 0.0 0.0
H 0.44084 -2.72960 -4.53886 0.0 0.0 0.0
C -2.89877 0.03830 -0.59951 0.2 0.2 0.0
O -1.89293 0.79487 -0.15109 -0.3 0.1 0.1
H 1.84016 -4.57566 -0.74147 0.0 0.0 0.0
C 4.71987 -3.10993 -1.24177 -0.2 -0.1 0.0
C -1.98180 0.71367 5.00316 -0.1 -0.1 0.0
C 5.48505 -1.93957 -0.68233 0.0 0.2 0.1
O -0.03213 5.22067 -4.99683 0.1 0.1 0.1
H 7.72078 0.43247 -2.49679 0.0 0.0 0.0
C -0.56574 2.07605 3.59309 -0.1 0.2 0.4
N 4.66363 -0.74000 -0.75138 0.2 0.1 0.1
C 2.84238 -5.88690 3.73180 0.0 0.0 0.0
C 5.31264 0.49638 -1.19456 -0.1 -0.1 0.0
Cl -4.50173 2.16904 -0.71661 0.0 -0.1 0.0
C -0.50229 1.09670 2.65015 0.2 -0.1 -0.3
H 6.38930 -1.77712 -1.26651 0.0 0.0 0.0
S 1.17964 -2.23167 0.42137 -0.2 0.1 0.1
C -2.56589 -1.28909 -0.79629 0.4 -0.2 0.1
H 2.83752 -6.22593 4.75951 0.0 0.0 0.0
C 6.02254 0.29582 -5.42543 0.0 0.0 0.0
C 4.50754 0.40620 -3.56124 0.0 0.0 0.0
H 8.10973 0.30101 -4.93536 0.0 0.0 0.0
H -1.35918 2.67487 5.50865 0.0 0.0 0.0
H 5.28496 -4.02931 -1.10107 0.0 0.0 0.0
C 0.30887 4.33582 -0.97886 0.0 -0.1 0.2
H -2.83736 -3.49983 3.21236 0.0 0.0 0.0
C -3.50805 -2.21228 -1.18943 -0.1 -0.2 -0.1
Cl -5.99819 -2.91820 -1.95323 0.0 0.0 0.0
C -4.16550 0.49161 -0.90403 -0.3 0.1 0.1
C 0.56585 1.86078 -5.12085 0.0 -0.5 -0.1
H 0.47125 5.33328 -2.85283 0.0 0.0 0.0
C 3.36226 -0.83677 -0.40956 0.0 -0.1 -0.1
H 6.19284 0.24497 -6.49298 0.0 0.0 0.0
C -2.54358 -1.60874 4.15980 0.0 0.1 0.1
N 0.20863 1.96557 -0.99147 -0.1 -0.1 0.2
C 7.09808 0.32816 -4.55185 0.0 0.0 0.0
H 0.58596 -0.73150 -6.02295 0.0 0.0 0.0
H 0.80852 -5.63684 1.03349 0.0 0.0 0.0
H 6.23292 0.63775 -0.62589 0.0 -0.1 0.0
H -3.13438 -1.84525 5.03504 0.0 0.0 0.0
H 4.65525 1.32965 -0.96414 0.0 0.0 0.0
H 0.79763 -6.43048 3.37524 0.0 0.0 0.0
C 1.69864 -6.00226 2.95478 0.0 0.0 0.0
C 1.70700 -5.56162 1.63731 0.0 0.0 0.0
H 0.67563 1.82720 -6.19659 0.0 0.0 0.0
C 0.20533 3.10083 -0.32656 -0.1 0.3 -0.1
H 3.45071 -5.24239 -0.97231 0.0 0.0 0.0
C 0.42635 -1.72625 -4.13762 0.0 -0.2 0.3
C 0.30780 1.99919 -2.33721 0.0 -0.4 0.0
H 4.90672 -4.47533 1.45130 0.0 0.0 0.0
O 0.20325 1.12195 1.52462 0.1 0.5 0.4
N 3.43913 -3.23208 -0.55099 0.1 -0.1 0.0
H 3.49545 0.44271 -3.16560 0.0 0.0 0.0
C 2.86123 -4.56254 -0.35697 0.0 0.1 0.0
C 3.99572 -5.33484 3.18656 -0.1 0.0 0.0
C 2.85729 -5.01511 1.08553 0.0 0.0 0.0
N 0.59297 4.24842 -5.36275 -0.5 -0.3 0.0
O 1.19183 4.14660 -6.40599 0.2 0.0 0.0
C -1.63088 -2.18173 2.01722 -0.1 -0.2 0.2
C 6.87808 0.39882 -3.17906 0.0 0.0 0.0
O -1.26557 -1.58520 -0.57484 -0.2 0.0 -0.3
H 3.88204 0.32063 -5.61026 0.0 0.0 0.0
C 0.39633 3.17727 -3.06431 0.0 0.3 -0.3
C 0.47320 0.64540 -4.36379 0.1 0.1 -0.4
H 0.12523 3.03428 0.74471 0.0 0.0 0.0
C 0.34906 0.72675 -2.98562 0.1 0.3 0.1
C -1.93021 -0.34118 4.05190 -0.1 -0.1 0.2
N 0.27038 -0.35713 -2.19209 -0.1 0.1 0.1
Br -2.96782 0.50489 6.59441 0.0 0.0 0.0
C 0.40082 4.38729 -2.33816 0.0 0.1 -0.2
C 5.58586 0.43880 -2.67691 0.0 0.0 0.0
Cl -6.71993 0.12390 -1.68336 0.0 0.0 0.0
C 0.30501 -1.54995 -2.75139 0.1 -0.4 -0.4
C 4.00106 -4.90393 1.86870 0.0 0.0 0.0
H 4.55845 -2.96603 -2.31596 0.0 0.0 0.0
C -4.81002 -1.77841 -1.45597 0.0 -0.1 0.0
H 0.22883 -2.39113 -2.07845 0.0 0.0 0.0
C 4.72311 0.33579 -4.92739 0.0 0.0 0.0
C -1.19455 -0.10247 2.89047 0.0 -0.2 0.0
H 4.89107 -5.24463 3.78802 0.0 0.0 0.0
C -2.38225 -2.52103 3.15720 0.1 -0.1 -0.2
H 5.76833 -2.13157 0.35721 0.0 0.0 0.0
C 0.52183 3.04065 -4.49684 0.1 0.6 0.2
H -1.50541 -2.87636 1.19693 0.0 0.0 0.0
N -1.06070 -1.00855 1.89152 0.0 0.4 -0.3
Cl -3.02077 -3.86219 -1.35957 -0.1 0.1 0.0
C -1.32081 1.88077 4.77674 0.1 0.1 -0.1